{
  "formula": "C41H33NO7",
  "method": "ωB97M-V with the def2-TZVPD basis set",
  "species": ["H", "N", "C", "C", "C", "C", "C", "C", "C", "C", "O", "C", "C", "O", "C", "C", "C", "O", "H", "H", "H", "H", "H", "H", "H", "H", "H", "H", "H", "H", "H", "H", "H", "H", "O", "C", "C", "C", "C", "C", "C", "C", "C", "O", "C", "C", "C", "C", "C", "C", "H", "H", "H", "H", "H", "H", "H", "H", "O", "C", "C", "C", "C", "C", "C", "C", "C", "O", "C", "C", "C", "C", "C", "C", "H", "H", "H", "H", "H", "H", "H", "H"],
  "xyz": [[2.631, -1.819, -1.792], [2.163, -1.404, -2.626], [1.514, -0.327, -2.214], [0.688, 0.472, -3.313], [1.597, 0.021, -0.657], [1.320, 1.539, -0.292], [0.238, 1.909, 0.563], [-0.792, 0.836, 1.188], [-1.862, 0.542, -0.004], [-0.048, 3.432, 0.987], [-0.694, 3.688, 2.041], [0.494, 4.556, 0.024], [1.576, 4.224, -0.846], [2.026, 5.239, -1.728], [1.012, 5.616, -2.692], [0.647, 4.378, -3.647], [2.230, 2.753, -0.791], [3.439, 2.623, -1.103], [1.384, 0.580, -4.223], [-0.158, -0.224, -3.669], [0.295, 1.484, -2.979], [0.958, -0.731, -0.093], [2.685, -0.193, -0.339], [-0.247, -0.106, 1.527], [-1.383, 1.273, 2.062], [-1.292, -0.027, -0.827], [-2.100, 1.567, -0.467], [-2.783, -0.014, 0.357], [0.029, 5.599, 0.034], [1.438, 6.493, -3.303], [0.051, 6.029, -2.210], [-0.377, 3.924, -3.420], [1.473, 3.588, -3.511], [0.673, 4.685, -4.750], [-5.361, 0.303, 1.978], [-6.075, 1.290, 2.048], [-7.544, 1.166, 1.902], [-8.114, -0.092, 1.705], [-9.494, -0.222, 1.607], [-10.311, 0.903, 1.707], [-9.745, 2.160, 1.886], [-8.360, 2.295, 1.978], [-7.766, 3.641, 2.151], [-8.476, 4.632, 2.163], [-6.301, 3.762, 2.317], [-5.732, 5.021, 2.517], [-4.359, 5.141, 2.707], [-3.551, 4.006, 2.698], [-4.114, 2.752, 2.485], [-5.489, 2.628, 2.289], [-7.484, -0.972, 1.632], [-9.936, -1.202, 1.457], [-11.389, 0.799, 1.642], [-10.386, 3.033, 1.958], [-6.357, 5.908, 2.529], [-3.919, 6.120, 2.865], [-2.482, 4.099, 2.856], [-3.478, 1.873, 2.477], [7.711, -7.618, -0.577], [6.995, -6.636, -0.489], [5.526, -6.762, -0.626], [4.958, -8.019, -0.835], [3.577, -8.151, -0.925], [2.759, -7.031, -0.805], [3.322, -5.774, -0.614], [4.707, -5.636, -0.530], [5.298, -4.291, -0.344], [4.586, -3.302, -0.315], [6.765, -4.168, -0.188], [7.331, -2.910, 0.024], [8.703, -2.787, 0.205], [9.515, -3.919, 0.176], [8.956, -5.172, -0.048], [7.579, -5.299, -0.236], [5.590, -8.896, -0.924], [3.137, -9.130, -1.083], [1.680, -7.137, -0.863], [2.679, -4.904, -0.526], [6.703, -2.025, 0.052], [9.141, -1.809, 0.374], [10.585, -3.823, 0.328], [9.594, -6.049, -0.073]],
  "homo_ev": -9.660,
  "homo_lumo_gap_ev": 8.23,
  "smiles": "[H]/N=C(/C)CC1=C(CC)C(=O)C=C(OCC)C1=O.O=C1c2ccccc2C(=O)c2ccccc21.O=C1c2ccccc2C(=O)c2ccccc21"
}